No. 1
Below is a structure of composition C52H52GeN5OP2S4Zn, with properties calculated with ωB97M-V with the def2-TZVPD basis set.

Relative energy (zero: lowest compared OMol25 entry of this formula, charge and spin) = 0.00 kcal per mole
Orbital gap = 7.4 eV
Net charge = -1

Each line ends with the Mulliken charge.
Atoms and positions in Å:
1 Zn -0.14872 -1.10750 -0.43208  0.929
2 S 1.27774 -0.36699 -2.16407  -0.571
3 C 2.03077 0.93921 -1.30484  0.431
4 C 3.29425 1.37212 -1.74435  -0.652
5 C 3.93679 2.45933 -1.18524  0.492
6 C 5.23835 2.83495 -1.66817  -0.285
7 N 6.27999 3.13327 -2.05069  -0.571
8 C 3.31554 3.19082 -0.16080  0.523
9 C 2.07424 2.76807 0.29252  -1.038
10 C 1.45699 1.63358 -0.21794  -0.259
11 S -0.13904 1.19370 0.45245  -0.473
12 C 3.93191 4.34781 0.41829  -0.174
13 N 4.40890 5.27749 0.89822  -0.600
14 H 3.77036 0.82542 -2.54717  0.526
15 H 1.57281 3.33928 1.06352  0.884
16 C -0.83009 -2.34135 6.89242  -1.439
17 C -0.88424 -2.23714 5.37248  -0.062
18 C -0.49317 -0.85562 4.85923  -1.060
19 C -0.45279 -0.80946 3.33145  0.272
20 Ge 0.29879 0.86985 2.69782  0.416
21 C 2.19113 1.23094 3.10798  -1.174
22 C 3.28901 0.23142 2.74591  -0.143
23 C 3.16011 -1.12127 3.44360  0.908
24 C 4.50148 -1.83316 3.57964  -1.527
25 H -1.11306 -3.33833 7.23500  0.406
26 H -1.50588 -1.62206 7.36007  0.334
27 H 0.17876 -2.13570 7.25731  0.305
28 H -1.89244 -2.47553 5.01920  0.325
29 H -0.21302 -2.97646 4.92938  0.100
30 H 0.48399 -0.59461 5.28137  0.347
31 H -1.20359 -0.11160 5.23405  0.470
32 H -1.46476 -0.88292 2.92440  0.589
33 H 0.12527 -1.63008 2.90659  -0.575
34 H -0.43770 2.04804 3.35934  -0.297
35 H 2.18231 1.37503 4.19526  0.698
36 H 2.41851 2.20782 2.67957  0.431
37 H 4.25108 0.67277 3.03026  0.640
38 H 3.32391 0.09360 1.66155  -0.291
39 H 2.45757 -1.75091 2.89351  -0.488
40 H 2.74211 -0.96774 4.44440  0.261
41 H 4.93612 -2.05327 2.60117  0.146
42 H 4.39020 -2.77669 4.11407  0.376
43 H 5.21396 -1.21557 4.13265  0.504
44 N -5.71524 0.16803 -2.07310  -0.288
45 C -5.78639 -1.06609 -1.53113  0.355
46 O -6.83804 -1.66922 -1.39180  -0.704
47 C -4.48375 -1.73594 -1.17486  1.050
48 C -4.55691 -3.08781 -0.87378  -0.634
49 C -3.40020 -3.78183 -0.57611  -0.851
50 C -2.20779 -3.08945 -0.57787  0.204
51 N -2.12038 -1.78184 -0.85254  0.153
52 C -3.24177 -1.11016 -1.13960  -0.726
53 H -6.60394 0.62932 -2.18549  0.293
54 H -4.92576 0.78487 -1.89666  0.080
55 H -5.52971 -3.56076 -0.88089  0.477
56 H -3.41000 -4.83842 -0.34829  0.524
57 H -1.27417 -3.58381 -0.34765  -0.086
58 H -3.11862 -0.05260 -1.34594  0.293
59 N 0.78912 -2.39530 0.61238  0.789
60 P 1.49140 -3.71581 0.28608  0.764
61 C 3.27292 -3.57823 -0.10152  0.032
62 C 4.05470 -4.65758 -0.51125  -0.169
63 C 5.38845 -4.46860 -0.83513  -0.766
64 C 5.94437 -3.19458 -0.77436  -0.772
65 C 5.16615 -2.11442 -0.38858  -0.528
66 C 3.83301 -2.30921 -0.04875  -0.021
67 C 0.93441 -4.67135 -1.17929  0.127
68 C 1.02537 -4.01007 -2.40637  -0.307
69 C 0.55510 -4.60702 -3.56356  -0.767
70 C -0.01083 -5.87598 -3.50925  -0.583
71 C -0.09538 -6.54424 -2.29814  -0.632
72 C 0.37530 -5.94397 -1.13485  -0.081
73 C 1.37768 -4.92544 1.65471  0.306
74 C 2.47755 -5.46542 2.31140  -0.731
75 C 2.30391 -6.29717 3.41163  -0.712
76 C 1.02902 -6.60111 3.86171  -0.692
77 C -0.07752 -6.06307 3.21556  -0.732
78 C 0.09871 -5.22285 2.12890  -0.229
79 H 3.61528 -5.64689 -0.58498  0.456
80 H 5.99530 -5.31047 -1.14445  0.405
81 H 6.98370 -3.04630 -1.03942  0.400
82 H 5.59198 -1.11898 -0.35854  0.516
83 H 3.19774 -1.48154 0.24028  0.010
84 H 1.46459 -3.01723 -2.44559  0.296
85 H 0.62878 -4.08372 -4.50835  0.465
86 H -0.38571 -6.34107 -4.41215  0.371
87 H -0.52774 -7.53625 -2.25557  0.428
88 H 0.30530 -6.47247 -0.19236  0.383
89 H 3.47704 -5.23163 1.96920  0.446
90 H 3.16928 -6.70583 3.91872  0.431
91 H 0.89546 -7.24400 4.72265  0.397
92 H -1.07592 -6.28163 3.57338  0.459
93 H -0.76376 -4.76844 1.65259  0.239
94 S -3.29813 2.93878 -1.18087  -0.548
95 P -3.88960 2.58447 0.68464  1.471
96 S -3.18240 0.95621 1.59560  -0.471
97 C -3.46415 4.08787 1.63955  -0.209
98 C -4.24867 5.23491 1.55212  -0.427
99 C -3.84882 6.40254 2.18362  -0.689
100 C -2.66003 6.43644 2.90125  -0.425
101 C -1.87208 5.29776 2.98451  -0.557
102 C -2.27394 4.12904 2.35343  0.579
103 C -5.72237 2.55644 0.79606  0.061
104 C -6.50164 3.08918 -0.22426  -0.380
105 C -7.88815 3.05382 -0.14276  -0.658
106 C -8.50329 2.48097 0.96003  -0.430
107 C -7.72926 1.95467 1.98637  -0.618
108 C -6.34583 1.99153 1.90570  -0.494
109 H -5.17067 5.21562 0.98461  0.313
110 H -4.46228 7.29212 2.11135  0.384
111 H -2.34851 7.35009 3.39201  0.361
112 H -0.94251 5.32044 3.53992  0.427
113 H -1.66696 3.23284 2.40377  -0.392
114 H -6.00738 3.52425 -1.08539  0.420
115 H -8.48741 3.46940 -0.94374  0.388
116 H -9.58377 2.43434 1.01578  0.379
117 H -8.20676 1.50219 2.84650  0.382
118 H -5.73472 1.56502 2.69121  0.363

=====

No. 2
Below is a structure of composition C52H53IIrNPSi in a non-equilibrium geometry, with properties calculated with ωB97M-V with the def2-TZVPD basis set.

Orbital gap (alpha / beta) = 6.2 / 5.1 eV
Spin multiplicity = 6

Each line ends with the Mulliken charge.
Atoms and positions in Å:
1 Ir -0.05167 0.15463 0.53997  0.969
2 I 0.32778 2.08927 3.57455  0.232
3 C -1.41081 1.00103 4.12574  0.279
4 C -1.75280 1.14496 5.44516  -0.757
5 C -2.93687 0.59588 5.94075  -0.786
6 C -3.77502 -0.04155 5.07496  -0.842
7 C -3.42397 -0.23054 3.72309  1.075
8 C -4.32811 -0.89619 2.87376  -1.218
9 C -3.99844 -1.14367 1.57531  -1.094
10 C -2.73999 -0.76005 1.09648  0.494
11 C -1.80467 -0.07331 1.85649  -0.497
12 C -2.17382 0.24653 3.20261  1.099
13 H -1.11353 1.70864 6.10693  0.416
14 H -3.17792 0.71276 6.98630  0.389
15 H -4.72602 -0.42442 5.41370  0.405
16 H -5.28332 -1.20102 3.27407  0.364
17 H -4.68521 -1.64545 0.91031  0.490
18 H -2.52792 -1.01885 0.06697  -0.242
19 C 3.67320 -2.79272 -0.17439  -1.850
20 C 3.71214 -1.32708 0.23162  0.543
21 C 4.06069 -0.47163 -0.98045  -1.522
22 P 2.14239 -0.66852 1.06646  1.380
23 C 2.12630 -1.81897 2.55729  0.407
24 C 1.73854 -1.16186 3.87669  -1.538
25 C 1.09720 -2.90143 2.22009  -0.994
26 C 2.85998 0.95273 1.50048  -0.732
27 C 3.98855 1.05037 2.29788  -0.175
28 C 4.61390 2.26302 2.54210  0.467
29 C 5.81879 2.34448 3.42524  -1.694
30 C 4.07696 3.40670 1.94889  -1.172
31 C 2.95086 3.34544 1.16419  -0.493
32 C 2.28672 2.12079 0.91945  0.249
33 N 1.10099 2.08042 0.28607  0.385
34 C 0.65907 3.06961 -0.56509  -0.910
35 C 1.43259 3.44833 -1.68752  1.667
36 C 2.74232 2.78588 -1.98885  -1.487
37 C 0.94463 4.38888 -2.57581  -1.046
38 C -0.28984 4.99608 -2.40049  0.646
39 C -0.81964 6.01784 -3.35612  -1.570
40 C -1.04883 4.60578 -1.30814  -0.700
41 C -0.62044 3.65377 -0.40643  1.039
42 C -1.52598 3.34357 0.74144  -1.411
43 H 4.62517 -3.05997 -0.63538  0.524
44 H 2.88861 -2.97054 -0.90641  0.294
45 H 3.52386 -3.45740 0.67303  0.316
46 H 4.49526 -1.18873 0.99003  0.437
47 H 3.29492 -0.56914 -1.74897  0.167
48 H 5.00972 -0.79592 -1.40808  0.627
49 H 4.16305 0.57481 -0.69920  0.222
50 H 3.12283 -2.26947 2.64917  0.815
51 H 0.68206 -0.89736 3.86315  0.155
52 H 2.32688 -0.26598 4.06781  0.282
53 H 1.88738 -1.86273 4.70001  0.524
54 H 0.11550 -2.43706 2.08330  0.063
55 H 1.02290 -3.62847 3.02771  0.592
56 H 1.35677 -3.42584 1.30135  0.016
57 H 4.39138 0.15142 2.74630  0.188
58 H 6.12851 1.35269 3.74164  0.404
59 H 5.59728 2.93843 4.31034  0.335
60 H 6.64498 2.81830 2.89962  0.356
61 H 4.54368 4.36354 2.13408  0.398
62 H 2.51429 4.24835 0.76214  0.653
63 H 2.71365 1.75142 -1.66514  -0.260
64 H 3.57547 3.27706 -1.48452  0.358
65 H 2.93328 2.81145 -3.05843  0.557
66 H 1.54340 4.63890 -3.44131  0.463
67 H -0.05509 6.33943 -4.05779  0.393
68 H -1.18507 6.88678 -2.81247  0.373
69 H -1.65729 5.60268 -3.91517  0.262
70 H -2.01864 5.05676 -1.16129  0.463
71 H -2.55793 3.55065 0.46798  0.449
72 H -1.26523 3.96663 1.59793  0.381
73 H -1.45345 2.29446 1.02625  -0.254
74 C -5.00762 -3.55681 -1.18846  -0.410
75 C -4.55245 -2.88046 -2.30949  -0.559
76 C -3.20132 -2.65170 -2.47553  -0.239
77 C -2.26704 -3.08907 -1.53494  0.344
78 C -2.74855 -3.76712 -0.41357  0.187
79 C -4.09817 -4.00623 -0.24374  -0.935
80 Si -0.46503 -2.71875 -1.84194  0.316
81 C 0.66973 -4.19198 -1.69743  0.902
82 C 0.54599 -5.18999 -0.72330  -0.273
83 C 1.40188 -6.27177 -0.68956  -0.606
84 C 2.44736 -6.36477 -1.59550  -0.597
85 C 2.61647 -5.36628 -2.54313  -0.358
86 C 1.72840 -4.31282 -2.60633  -0.631
87 H -6.06400 -3.73275 -1.04915  0.416
88 H -5.24860 -2.53575 -3.06310  0.437
89 H -2.85240 -2.12938 -3.35333  0.341
90 H -2.06128 -4.10443 0.34735  0.156
91 H -4.44286 -4.53934 0.63272  0.403
92 H -0.20639 -2.00117 -3.09457  -0.259
93 H -0.25092 -5.12823 0.00343  0.120
94 H 1.25919 -7.04409 0.05295  0.410
95 H 3.11445 -7.21479 -1.56226  0.384
96 H 3.44513 -5.40952 -3.23754  0.410
97 H 1.83616 -3.56708 -3.38092  0.290
98 C -0.92635 0.39469 -1.32687  -1.536
99 C -1.66841 0.87578 -2.17043  0.590
100 C -2.57628 1.38468 -3.12456  -0.007
101 C -3.89058 0.90720 -3.15568  -0.148
102 C -4.79553 1.41906 -4.06278  -0.757
103 C -4.40701 2.40730 -4.95614  -0.469
104 C -3.10190 2.87735 -4.93999  -0.719
105 C -2.19104 2.37650 -4.03147  -0.378
106 H -4.18355 0.13518 -2.45815  0.583
107 H -5.81279 1.05211 -4.07000  0.403
108 H -5.12048 2.81278 -5.65946  0.389
109 H -2.79576 3.64349 -5.64047  0.419
110 H -1.17537 2.74288 -4.00606  0.564

=====

No. 3
Below is a structure of composition C52H54AsMnN2OPS2, with properties calculated with ωB97M-V with the def2-TZVPD basis set.

Relative energy (zero: lowest compared OMol25 entry of this formula, charge and spin) = 0.00 kcal per mole
Orbital gap (alpha / beta) = 6.1 / 6.1 eV
Spin multiplicity = 2

Each line ends with the Mulliken charge.
Atoms and positions in Å:
1 Mn -0.02596 0.22409 0.16944  0.790
2 C -0.49951 3.04155 1.60569  -0.855
3 N 0.57910 2.04766 1.45746  1.979
4 C 1.66936 2.63901 0.64915  -1.404
5 C 2.62570 1.58144 0.14276  -1.431
6 N 1.91059 0.68332 -0.77799  2.093
7 C 1.79512 1.29638 -2.12071  -1.567
8 C 2.57122 -0.60559 -0.97986  -0.607
9 C 3.94796 -0.73625 -0.90369  -0.611
10 C 4.55054 -1.95915 -1.16683  -0.958
11 C 3.76528 -3.04286 -1.52865  -0.666
12 C 2.38828 -2.90682 -1.61232  -0.803
13 C 1.76498 -1.69243 -1.33396  0.722
14 S 0.01204 -1.52808 -1.37371  -0.148
15 C 1.11250 1.65513 2.76502  -1.060
16 C 1.35368 2.62511 3.73505  -0.771
17 C 1.86818 2.28601 4.97377  -1.175
18 C 2.15576 0.95123 5.24083  -0.841
19 C 1.93333 -0.01214 4.27863  -1.015
20 C 1.41131 0.31077 3.01590  1.673
21 S 1.12723 -0.95571 1.85294  -0.452
22 H -0.11888 4.02378 1.90538  0.474
23 H -1.21392 2.69912 2.34970  0.072
24 H -1.02365 3.14973 0.66314  -0.206
25 H 2.21245 3.39017 1.23572  0.484
26 H 1.20971 3.16385 -0.18979  0.575
27 H 2.99062 0.98238 0.97710  0.574
28 H 3.48488 2.06145 -0.34089  0.602
29 H 2.76782 1.29545 -2.62120  0.376
30 H 1.45315 2.32818 -2.04317  0.452
31 H 1.08300 0.72254 -2.71255  0.217
32 H 4.56644 0.10836 -0.62776  0.376
33 H 5.62491 -2.05937 -1.08565  0.410
34 H 4.22352 -4.00215 -1.73363  0.394
35 H 1.76818 -3.75505 -1.87336  0.485
36 H 1.13345 3.66429 3.52595  0.344
37 H 2.04088 3.05052 5.71952  0.422
38 H 2.55425 0.66357 6.20602  0.420
39 H 2.15070 -1.05279 4.48339  0.636
40 C -1.87178 -2.23787 2.00086  -1.215
41 C -3.14431 -2.91028 2.47934  -0.661
42 As -2.65993 -4.17140 3.90825  0.199
43 C -2.07398 -2.75492 5.12545  -0.133
44 C -2.94832 -1.81080 5.66106  0.087
45 C -2.47223 -0.79216 6.47340  -1.000
46 C -1.11418 -0.69924 6.75099  -0.338
47 C -0.23523 -1.62750 6.21388  -0.584
48 C -0.71515 -2.65316 5.40820  -0.123
49 C -4.44625 -4.47656 4.64365  0.134
50 C -4.56378 -4.89436 5.96854  -0.312
51 C -5.80628 -5.16545 6.51910  -0.615
52 C -6.95387 -5.03296 5.74750  -0.398
53 C -6.84791 -4.62887 4.42633  -0.729
54 C -5.60083 -4.35184 3.87781  -0.032
55 P -2.09695 -0.71633 1.00153  1.261
56 C -3.05260 0.21421 2.26706  0.514
57 C -4.43045 0.39576 2.33992  -0.183
58 C -4.99780 1.08362 3.40629  -1.116
59 C -4.20073 1.58208 4.42629  -0.712
60 C -2.82765 1.37635 4.38411  -0.838
61 C -2.26372 0.70342 3.31167  -1.096
62 C -3.31068 -1.19152 -0.28004  1.769
63 C -4.29453 -0.30879 -0.72293  -1.175
64 C -5.17752 -0.66857 -1.73217  -0.678
65 C -5.06871 -1.90955 -2.34056  -0.691
66 C -4.06649 -2.78212 -1.93808  -0.900
67 C -3.19676 -2.42810 -0.91757  -0.494
68 H -1.21917 -2.91750 1.44210  0.776
69 H -1.26816 -1.89901 2.84527  -0.088
70 H -3.64632 -3.45827 1.68086  0.696
71 H -3.84646 -2.17983 2.88828  0.420
72 H -4.00730 -1.86666 5.43872  0.427
73 H -3.16173 -0.06443 6.88432  0.403
74 H -0.74257 0.09824 7.38168  0.440
75 H 0.82575 -1.55367 6.41865  0.542
76 H -0.02332 -3.37356 4.98572  0.336
77 H -3.67481 -4.99805 6.58104  0.363
78 H -5.88016 -5.48205 7.55191  0.369
79 H -7.92503 -5.24489 6.17600  0.368
80 H -7.73707 -4.52462 3.81710  0.378
81 H -5.54102 -4.03365 2.84448  0.328
82 H -5.08137 -0.02390 1.58379  0.669
83 H -6.07198 1.21547 3.44302  0.447
84 H -4.64762 2.11552 5.25531  0.422
85 H -2.19096 1.73500 5.18491  0.631
86 H -1.19272 0.53774 3.29294  -0.178
87 H -4.36826 0.68212 -0.28922  0.418
88 H -5.94104 0.03050 -2.05039  0.430
89 H -5.75313 -2.19215 -3.13022  0.415
90 H -3.95753 -3.74473 -2.42116  0.459
91 H -2.41001 -3.11450 -0.63257  0.386
92 C -2.91319 3.37709 -7.22473  -1.562
93 C -2.44168 3.12260 -5.82219  0.536
94 C -2.55850 1.86754 -5.24516  -0.948
95 C -2.11183 1.60000 -3.95688  0.006
96 C -2.26993 0.21339 -3.41262  -0.531
97 C -1.52957 2.65176 -3.21920  0.299
98 C -1.05274 2.48402 -1.85605  -0.671
99 O -1.17950 1.50982 -1.12948  1.159
100 C -1.38732 3.93627 -3.79835  1.373
101 C -0.75340 5.10213 -3.07531  -1.680
102 C -1.84951 4.14543 -5.08367  -1.010
103 H -3.57750 2.58631 -7.56915  0.366
104 H -2.06280 3.42305 -7.90823  0.314
105 H -3.43970 4.32921 -7.29438  0.382
106 H -3.00360 1.06070 -5.81578  0.383
107 H -2.53294 -0.47578 -4.21441  0.564
108 H -3.06447 0.18189 -2.66450  0.066
109 H -1.36805 -0.14667 -2.91981  -0.439
110 H -0.53759 3.36867 -1.45267  0.202
111 H 0.27988 4.89579 -2.78911  0.289
112 H -1.30074 5.37458 -2.17158  0.342
113 H -0.74146 5.97325 -3.72745  0.415
114 H -1.74892 5.12924 -5.52810  0.349

=====

What is the formula in the third record?
C52H54AsMnN2OPS2